153
Properties=species:S:1:pos:R:3:lowdin_spin:R:1 method="wB97M-V/def2-TZVPD" e_tot_ha=-2600.28951 lumo_energy_ev="-2.15 / -7.50" total_charge=+1 multiplicity=2
C 2.74795 20.13042 11.82639 0.002
C 2.14624 20.84273 12.94582 0.000
C 0.91351 21.69423 12.60344 0.000
O 1.34240 22.92835 12.03611 0.000
C 1.14163 23.00706 10.60684 0.000
N 1.82695 19.79906 13.84640 0.000
H 3.13946 20.96276 11.24155 0.001
H 2.15071 19.69420 11.02570 0.000
H 3.62909 19.59376 12.17809 0.000
H 2.96057 21.45381 13.33511 0.000
H 0.36762 21.76800 13.54400 0.000
H 0.20214 21.23780 11.91517 0.000
H 0.07916 23.05886 10.36901 0.000
H 1.54959 22.20751 9.98847 0.000
H 1.60937 23.94232 10.29925 0.000
H 1.42662 20.18304 14.69043 0.000
H 2.65953 19.34074 14.18826 0.000
C 8.71286 27.58948 8.51880 0.000
C 9.41232 26.87018 9.60016 0.000
C 10.62864 27.63871 10.11733 0.000
O 11.38398 28.00834 8.90949 0.000
C 12.13966 29.19436 9.10045 0.000
N 8.44736 26.44978 10.59133 0.000
H 9.39321 27.59239 7.66721 0.000
H 8.64047 28.65627 8.73049 0.000
H 7.71624 27.23152 8.26049 0.000
H 9.74089 25.95481 9.10797 0.000
H 11.23762 26.98342 10.74010 0.000
H 10.31922 28.42958 10.80062 0.000
H 11.45027 29.97449 9.42330 0.000
H 12.54024 29.40013 8.10783 0.000
H 12.99833 29.15915 9.77093 0.000
H 7.98672 27.32630 10.79036 0.000
H 7.79970 25.88128 10.06460 0.000
C 2.23355 29.78665 11.39756 0.000
C 3.43150 30.72855 11.60116 0.000
C 3.68254 31.68410 10.32935 0.000
O 4.49199 30.78954 9.57727 0.000
C 5.05882 31.53240 8.50232 0.000
N 3.16855 31.44022 12.83719 0.000
H 2.12771 29.27214 12.35263 0.000
H 2.61928 29.18983 10.57105 0.000
H 1.24458 30.22575 11.26630 0.000
H 4.36412 30.17375 11.70368 0.000
H 4.22213 32.55886 10.69230 0.000
H 2.73618 31.95854 9.86332 0.000
H 5.97521 31.08764 8.11436 0.000
H 5.31305 32.52121 8.88404 0.000
H 4.36968 31.69018 7.67269 0.000
H 3.91361 32.11774 12.91441 0.000
H 3.36957 30.79281 13.58590 0.000
C 8.49866 30.71728 11.42489 0.000
C 8.69116 32.06189 10.74202 0.000
C 8.24938 33.26398 11.56680 0.000
O 8.16703 34.47655 10.83684 0.000
C 8.12551 35.70324 11.56684 0.000
N 10.07022 32.22252 10.26527 0.000
H 8.89333 29.91781 10.79784 0.000
H 7.45062 30.56333 11.68182 0.000
H 9.02929 30.69049 12.37663 0.000
H 8.02351 32.05951 9.88043 0.000
H 8.83729 33.33629 12.48181 0.000
H 7.30395 32.97908 12.02843 0.000
H 8.08911 36.48057 10.80360 0.000
H 9.08691 35.75852 12.07747 0.000
H 7.24932 35.68988 12.21508 0.000
H 10.15259 31.26735 9.94751 0.000
H 9.96844 32.85681 9.48591 0.000
C 1.77823 22.04737 3.32552 0.000
C 3.33588 21.66061 3.25876 0.000
C 4.07448 21.84468 4.66385 0.000
O 3.90487 23.18504 5.22656 0.000
C 4.76545 23.31186 6.38822 0.001
N 3.45002 20.26700 2.81699 0.000
H 1.54712 22.03534 4.39067 0.000
H 1.13946 21.32398 2.81878 0.000
H 1.60482 23.04982 2.93419 0.000
H 3.69334 22.26195 2.42287 0.000
H 5.07179 21.43162 4.51266 0.000
H 3.62468 21.15150 5.37468 0.000
H 4.59324 24.32989 6.73759 0.001
H 5.82289 23.30532 6.12385 0.000
H 4.58472 22.56401 7.16033 0.000
H 2.93382 19.70771 3.48094 0.000
H 3.08100 20.16955 1.88188 0.000
C 8.98591 23.14535 13.26413 0.000
C 8.24729 22.86566 14.59878 0.003
C 7.69960 24.16052 15.21377 0.002
O 6.83072 23.99798 16.35578 0.000
C 6.14749 25.20798 16.79837 0.000
N 7.19751 21.83495 14.36205 0.043
H 9.45834 22.25436 12.85056 0.000
H 9.74349 23.90884 13.44088 0.000
H 8.26617 23.56165 12.55931 0.000
H 8.83866 22.30836 15.32527 0.003
H 7.19162 24.69899 14.41370 0.001
H 8.62896 24.67520 15.45766 0.000
H 5.47756 25.00146 17.63302 0.000
H 5.47252 25.52355 16.00281 0.000
H 6.86656 26.01636 16.93094 0.000
H 6.64140 21.83343 13.51894 -0.001
H 6.54856 22.21890 15.03402 0.000
C 8.74490 22.59431 8.61396 0.000
C 8.74818 21.03709 8.53630 0.000
C 7.90614 20.41997 9.63631 0.000
O 6.51424 20.50671 9.19215 0.000
C 5.63329 19.75805 9.97688 0.000
N 8.32961 20.55309 7.28388 0.000
H 7.77017 22.99839 8.88729 0.000
H 8.99606 23.05705 7.65955 0.000
H 9.60901 22.90752 9.19990 0.000
H 9.79766 20.74502 8.49914 0.000
H 8.00546 20.94698 10.58526 0.000
H 8.35374 19.44338 9.82077 0.000
H 4.62372 19.76108 9.56597 0.000
H 5.73767 20.04860 11.02224 0.000
H 5.99529 18.73265 10.05180 0.000
H 8.69428 19.61160 7.25737 0.000
H 7.31974 20.55233 7.26767 0.000
C 4.24584 21.25520 16.48141 0.000
C 4.94872 19.92687 16.14268 0.000
C 4.47550 18.76730 17.02329 0.000
O 4.85879 18.88556 18.35517 0.000
C 4.23010 17.99536 19.30516 0.000
N 5.02192 19.82582 14.71458 0.001
H 4.42825 21.97397 15.68254 0.000
H 4.61192 21.61448 17.44318 0.000
H 3.15910 21.17246 16.46509 0.000
H 5.97931 20.10428 16.45011 0.000
H 4.77603 17.79257 16.63897 0.000
H 3.39928 18.61651 16.93898 0.000
H 4.58290 16.98147 19.11627 0.000
H 3.15944 18.12131 19.14419 0.000
H 4.52050 18.16682 20.34168 0.000
H 5.62348 20.59201 14.44775 0.000
H 5.80876 19.19364 14.67804 0.000
C 4.74045 24.06643 9.82694 0.093
C 5.46476 24.26706 11.18476 0.079
C 5.12300 25.63980 11.82655 0.019
O 5.79298 26.61270 11.11078 0.007
C 5.81902 27.85490 11.89483 0.002
N 5.03512 23.14240 11.99909 0.693
H 5.13422 24.79163 9.11481 0.017
H 3.67792 24.25964 9.97460 0.000
H 4.74791 23.11181 9.30088 -0.001
H 6.54588 24.24424 11.04785 0.001
H 5.28576 25.57423 12.90233 0.001
H 4.07055 25.88581 11.68539 0.000
H 4.82690 28.23716 12.13499 0.000
H 6.39022 28.63273 11.38805 0.000
H 6.28292 27.73437 12.87379 0.000
H 4.03744 23.11720 12.15433 0.017
H 5.41069 22.20560 11.96101 0.015